No. 1
Molecular formula: C34H67Br18NO3P
Method: DFT, ωB97M-V with the def2-TZVPD basis set

Atoms and positions in Å:
C  -5.86925  -0.72591  -4.07664
C  -5.81510  -2.25772  -4.02735
C  -4.87001  -2.78740  -2.98954
O  -4.26235  -3.81476  -3.12028
O  -4.78598  -2.01991  -1.88024
C  -3.44842  -1.73904  -1.42783
C  -3.25821  -2.17345  0.01783
C  -2.70852  -1.11929  0.98638
P  -2.98810  -1.88512  2.67377
C  -2.43123  -0.65957  3.93656
C  -4.79719  -1.94144  2.96659
C  -3.47316  0.23055  0.87090
C  -2.66449  1.42112  0.32921
C  -3.65162  2.34447  -0.39714
C  -2.06211  2.24250  1.47048
N  -1.63817  0.98793  -0.64965
O  -1.09658  1.95959  -1.28182
C  -0.63745  -0.02636  -0.19950
C  0.66360  0.60361  0.28581
C  -0.26220  -0.85579  -1.45459
C  -1.18737  -0.94708  0.90758
H  -4.88159  -0.30130  -4.21347
H  -6.50264  -0.43674  -4.90848
H  -6.32014  -0.35498  -3.16753
H  -5.55936  -2.67746  -4.98978
H  -6.81186  -2.60411  -3.76024
H  -2.73617  -2.26452  -2.05079
H  -3.28974  -0.67574  -1.57811
H  -2.66880  -3.08291  0.08078
H  -4.24907  -2.44417  0.37645
H  -2.06286  0.25618  3.48143
H  -3.23775  -0.38448  4.60853
H  -1.63072  -1.09212  4.52196
H  -5.29921  -0.97456  2.92264
H  -4.94290  -2.33688  3.96590
H  -5.28314  -2.62161  2.27806
H  -4.32652  0.07788  0.21502
H  -3.86481  0.51156  1.84105
H  -4.23014  1.78709  -1.12807
H  -4.36032  2.69117  0.35120
H  -3.15042  3.19760  -0.83800
H  -2.87531  2.48901  2.14762
H  -1.31992  1.70946  2.05261
H  -1.66561  3.18299  1.10697
H  1.29550  -0.22658  0.60040
H  1.18700  1.10948  -0.51134
H  0.52742  1.23889  1.15268
H  0.11336  -1.83529  -1.18132
H  0.55143  -0.34764  -1.96312
H  -1.07184  -0.90345  -2.16829
H  -0.78688  -0.62220  1.86514
H  -0.76499  -1.93106  0.73193
Br  -0.57104  -4.59841  2.13013
C  -0.79587  -6.48987  1.71985
C  -2.24769  -6.82888  1.51676
Br  -3.22402  -6.89501  3.19897
H  -0.34438  -7.04499  2.53526
H  -0.23793  -6.67182  0.80549
H  -2.34871  -7.82009  1.08133
H  -2.75658  -6.10298  0.89115
Br  3.36788  -2.29121  -2.20485
C  3.23328  -4.20729  -2.53688
C  1.80525  -4.65622  -2.67723
Br  0.92045  -4.76667  -0.94323
H  3.74428  -4.71033  -1.72123
H  3.78009  -4.36965  -3.46270
H  1.76005  -5.66231  -3.08759
H  1.21731  -3.98507  -3.29452
Br  5.52114  -5.77640  0.60409
C  7.13321  -4.68746  0.48905
C  7.15845  -3.87726  -0.77559
Br  7.61578  -4.97182  -2.32327
H  7.98000  -5.36214  0.57337
H  7.09968  -4.02828  1.35508
H  7.92834  -3.11081  -0.72514
H  6.20029  -3.41164  -0.98709
Br  2.71429  1.42617  -3.84967
C  4.52884  2.11055  -3.75876
C  5.51783  1.03911  -3.38984
Br  5.45248  0.58153  -1.49788
H  4.52069  2.93000  -3.04798
H  4.74464  2.49289  -4.75353
H  6.53266  1.38943  -3.56413
H  5.35248  0.11526  -3.93496
Br  5.35178  -0.69672  1.92763
C  6.74999  0.30530  2.82875
C  7.96767  0.45120  1.95698
Br  8.98599  -1.20457  1.87021
H  6.96275  -0.21164  3.75822
H  6.31953  1.28023  3.04459
H  8.64995  1.18774  2.37441
H  7.71876  0.72081  0.93555
Br  10.84447  -4.20377  5.03227
C  9.15361  -4.58507  4.15074
C  8.84583  -6.05675  4.13876
Br  9.92998  -6.99573  2.82676
H  9.22348  -4.17013  3.15061
H  8.39988  -4.04219  4.71631
H  7.81310  -6.22651  3.84097
H  9.03035  -6.52984  5.09695
Br  -4.48524  7.06310  -0.38691
C  -2.61743  7.26243  0.12533
C  -1.65237  6.95639  -0.98558
Br  -1.43256  5.04841  -1.28322
H  -2.46312  6.62785  0.99180
H  -2.52687  8.30628  0.41926
H  -0.66148  7.30716  -0.70425
H  -1.94606  7.39646  -1.93309
Br  -10.24842  3.07552  -2.50777
C  -9.38764  4.59185  -1.64825
C  -8.32708  5.21116  -2.51743
Br  -6.69406  4.15523  -2.56770
H  -8.99212  4.23392  -0.70391
H  -10.18525  5.30705  -1.46201
H  -8.03029  6.17561  -2.11123
H  -8.65266  5.33415  -3.54457
Br  1.15739  11.21586  -0.54573
C  0.07397  10.50176  0.90053
C  0.88572  9.66264  1.85070
Br  1.31701  7.92126  1.09695
H  -0.73091  9.94129  0.43742
H  -0.33569  11.36723  1.41568
H  0.31802  9.45658  2.75505
H  1.82874  10.12970  2.11242

spin multiplicity = 2
gap between HOMO and LUMO (alpha / beta) = 7.9 / 7.8 eV
expectation value of S² = 0.754
relative energy (zero: lowest compared OMol25 entry of this formula, charge and spin) = 0.0 kcal/mol
highest occupied orbital energy (alpha / beta) = -7.647 / -7.647 eV

***

No. 2
Molecular formula: C5H11FN4O
Method: DFT, ωB97M-V with the def2-TZVPD basis set

Atoms and positions in Å:
C  2.84860  0.99014  0.50412
C  -1.44835  -2.36113  -1.22102
C  -1.92048  -1.35282  0.80442
C  -1.17209  -0.34830  -0.05516
C  -2.01859  0.90239  -0.26740
N  -2.11359  -2.42085  0.15394
N  -0.92640  -1.11663  -1.23626
N  2.29001  1.64837  1.47975
N  3.45748  1.54687  -0.50409
O  -1.45760  -3.26289  -1.96164
F  0.02576  -0.00434  0.54322
H  -2.24715  -1.14302  1.81651
H  -2.13853  1.43035  0.67499
H  -3.00174  0.64460  -0.65642
H  -1.52810  1.55302  -0.98859
H  -2.62429  -3.25701  0.44884
H  -0.51285  -0.73427  -2.07462
H  1.86177  1.16549  2.25637
H  2.31918  2.66171  1.52458
H  3.93676  0.99929  -1.20718
H  3.55228  2.55420  -0.57580
H  2.81789  -0.09518  0.54144

spin multiplicity = 3
gap between HOMO and LUMO (alpha / beta) = 7.8 / 6.1 eV
expectation value of S² = 2.029
net charge = +2
highest occupied orbital energy (alpha / beta) = -14.138 / -18.888 eV

***

No. 3
Molecular formula: C7H12
Method: DFT, ωB97M-V with the def2-TZVPD basis set

Atoms and positions in Å:
C  2.13130  1.42834  1.09297
C  1.67643  0.31543  0.52258
C  0.22870  -0.05254  0.38100
C  -0.78133  0.63384  0.97227
C  -2.24147  0.30114  0.75185
C  0.03656  -1.15995  -0.58931
C  0.12648  -0.82578  -2.10825
H  3.13230  1.73389  0.81070
H  1.61868  2.19618  1.71025
H  2.33812  -0.46527  0.17860
H  -0.57574  1.37079  1.74289
H  -2.28064  -0.56857  0.11586
H  -2.94412  1.10947  0.55761
H  -2.68183  -0.15690  1.65252
H  0.62378  -2.02094  -0.16817
H  -0.92282  -1.67095  -0.39060
H  -0.26650  0.20340  -2.13133
H  -0.40118  -1.58679  -2.70155
H  1.18327  -0.78480  -2.39988

gap between HOMO and LUMO = 9.3 eV
relative energy (zero: lowest compared OMol25 entry of this formula, charge and spin) = 43.2 kcal/mol
highest occupied orbital energy = -8.311 eV
SMILES string = C=C/C(=C/C)CC